Record 1
The following is a quantum chemistry calculation of 2 unconnected molecules or ions with the total composition C5H8IO2, from the Open Molecules 2025 dataset.

Summary:
total charge	-1
energy relative to the best compared isomer or geometry (same formula, charge and spin)	79.01	kJ/mol
LUMO level	2.7356	eV
HOMO-LUMO gap	7.2	eV

Last column: Löwdin charge in e.
Geometry (Å):
C (-2.175, 0.155, 1.024)  -0.805
C (-0.702, -1.967, 0.812)  -0.093
C (-1.095, -0.565, -1.151)  0.018
C (1.059, 1.928, 0.693)  -0.523
C (-1.267, -0.738, 0.150)  -0.292
O (-1.687, 1.220, 1.255)  -0.015
O (-3.242, -0.335, 1.382)  -0.033
I (3.047, 2.386, 1.501)  0.495
H (0.116, -2.538, 0.287)  0.068
H (-0.093, -1.758, 1.708)  0.071
H (-1.499, -2.747, 0.974)  0.090
H (0.861, 2.872, 0.233)  -0.031
H (-0.550, -1.353, -1.554)  0.024
H (-1.536, 0.197, -1.670)  0.032
H (0.517, 1.700, 1.649)  -0.007
H (1.180, 0.978, 0.131)  0.001

Record 2
The following is a quantum chemistry calculation of C5H8IOP in the gas phase, from the Open Molecules 2025 dataset.

Summary:
energy relative to the best compared isomer or geometry (same formula, charge and spin)	171.17	kJ/mol
LUMO level	-0.2337	eV
HOMO-LUMO gap	9.1	eV

Last column: Löwdin charge in e.
Geometry (Å):
C (-1.842, -0.435, 0.736)  -0.306
C (-0.721, -0.031, 1.305)  -0.190
C (-0.296, 0.762, -1.421)  -0.125
C (-2.060, -0.002, -0.699)  -0.565
C (2.048, -0.223, 0.349)  -0.171
O (0.603, 2.211, 0.718)  -0.373
P (0.451, 0.804, 0.245)  0.550
I (-2.739, -1.856, -1.811)  0.628
H (-2.801, -0.865, 1.145)  0.109
H (-0.477, 0.002, 2.408)  0.113
H (0.229, 0.191, -2.199)  0.048
H (-0.710, 1.691, -1.855)  0.059
H (-2.771, 0.846, -0.792)  0.065
H (2.822, 0.378, -0.144)  0.032
H (2.161, 0.015, 1.460)  0.056
H (2.159, -1.301, -0.013)  0.070

Record 3
The following is a quantum chemistry calculation of a molecular structure, C5H8LiO3Sm, from the Open Molecules 2025 dataset.

Summary:
total charge	+2
energy relative to the best compared isomer or geometry (same formula, charge and spin)	231.00	kJ/mol
LUMO level (spin up / spin down)	-6.8614 / -6.8864	eV
HOMO-LUMO gap (spin up / spin down)	5.1 / 9.8	eV
2S+1	8

Last column: Löwdin spin population.
Geometry (Å):
C (1.372, -4.150, 0.189)  0.002
C (0.422, -4.471, 0.884)  0.002
H (2.001, -3.966, -0.668)  0.000
H (-0.195, -5.383, 0.957)  0.000
H (-0.332, -2.043, 0.441)  0.007
Li (2.557, 0.383, 1.939)  0.009
O (-0.510, 0.924, -0.276)  0.072
Sm (-2.726, -0.587, -1.352)  6.759
O (-0.697, -1.149, 0.088)  0.094
C (0.108, -0.115, 0.236)  0.019
O (1.169, -0.123, 0.820)  0.005
C (0.003, 2.272, -0.062)  0.004
C (-0.888, 3.228, -0.808)  0.013
H (-0.004, 2.456, 1.018)  0.000
H (1.035, 2.287, -0.433)  0.000
H (-1.915, 3.190, -0.423)  0.007
H (-0.501, 4.244, -0.665)  0.001
H (-0.899, 3.003, -1.882)  0.005

Record 4
The following is a quantum chemistry calculation of a molecular structure, C5H8N, from the Open Molecules 2025 dataset.

Summary:
total charge	+1
energy relative to the best compared isomer or geometry (same formula, charge and spin)	563.24	kJ/mol
LUMO level	-4.1080	eV
HOMO-LUMO gap	9.6	eV

Last column: Löwdin charge in e.
Geometry (Å):
C (-1.528, 1.480, 1.480)  0.048
C (-0.200, 1.095, 1.361)  0.103
C (-1.704, 0.252, 0.837)  -0.011
C (-0.459, 0.379, 0.142)  -0.214
C (1.490, -0.430, -1.351)  -0.034
N (0.609, -0.996, -0.300)  0.017
H (-1.966, 2.151, 2.114)  0.103
H (-2.114, -0.769, 1.202)  0.172
H (-0.366, 0.754, -0.884)  0.136
H (0.878, 0.062, -2.065)  0.086
H (1.986, 0.337, -0.787)  0.108
H (2.130, -1.141, -1.749)  0.084
H (1.257, -1.327, 0.537)  0.212
H (-0.013, -1.844, -0.538)  0.190

Record 5
The following is a quantum chemistry calculation of a gas-phase ion, C5H8N (charge +1), from the Open Molecules 2025 dataset.

Summary:
total charge	+1
energy relative to the best compared isomer or geometry (same formula, charge and spin)	442.91	kJ/mol
LUMO level	-4.0188	eV
HOMO-LUMO gap	10.0	eV
SMILES string	CC=C=C1C[NH2+]1

Last column: Löwdin charge in e.
Geometry (Å):
C (-2.124, 1.309, 1.054)  -0.085
C (-1.429, 0.835, -0.157)  -0.062
C (-0.548, -0.289, -0.196)  0.123
C (0.730, -0.617, -0.190)  -0.265
C (2.124, -0.365, -0.414)  -0.004
N (1.541, -1.732, -0.645)  0.109
H (-2.793, 0.495, 1.343)  0.097
H (-2.702, 2.334, 0.925)  0.136
H (-1.316, 1.560, 1.768)  0.095
H (-1.820, 1.112, -1.079)  0.090
H (2.438, 0.215, -1.327)  0.158
H (2.790, -0.408, 0.499)  0.157
H (1.918, -2.496, 0.052)  0.234
H (1.191, -1.953, -1.632)  0.217

Record 6
The following is a quantum chemistry calculation of a gas-phase ion, C5H8N (charge +1), from the Open Molecules 2025 dataset.

Summary:
total charge	+1
energy relative to the best compared isomer or geometry (same formula, charge and spin)	472.90	kJ/mol
LUMO level	-3.3809	eV
HOMO-LUMO gap	11.0	eV
SMILES string	C=C1C[C@@]12C[NH2+]2

Last column: Löwdin charge in e.
Geometry (Å):
C (2.419, -0.682, 0.052)  0.106
C (1.345, 0.026, -0.092)  -0.131
C (0.570, 1.180, 0.028)  -0.058
C (-0.356, -0.022, -0.120)  -0.246
C (-1.573, -0.247, -0.783)  0.009
N (-1.504, -0.237, 0.733)  0.173
H (2.365, -1.730, 0.136)  0.067
H (3.471, -0.267, 0.062)  0.121
H (0.761, 1.617, 1.083)  0.180
H (0.413, 1.886, -0.766)  0.125
H (-2.183, 0.470, -1.408)  0.170
H (-1.697, -1.318, -0.990)  0.139
H (-2.130, 0.461, 1.042)  0.160
H (-1.900, -1.137, 1.023)  0.185

Record 7
The following is a quantum chemistry calculation of a gas-phase ion, C5H8N (charge +1), from the Open Molecules 2025 dataset.

Summary:
total charge	+1
energy relative to the best compared isomer or geometry (same formula, charge and spin)	391.59	kJ/mol
LUMO level	-4.7499	eV
HOMO-LUMO gap	9.1	eV
SMILES string	C/C=C\C1=C[NH2+]1

Last column: Löwdin charge in e.
Geometry (Å):
C (0.059, 0.027, 1.824)  -0.074
C (0.617, -1.063, 1.043)  -0.072
C (0.598, -1.122, -0.333)  -0.031
C (0.093, -0.178, -1.227)  -0.159
C (-0.191, 0.434, -2.334)  0.150
N (-0.643, 1.103, -1.053)  0.088
H (-0.412, -0.277, 2.791)  0.106
H (-0.510, 0.701, 1.117)  0.067
H (0.991, 0.646, 2.314)  0.162
H (1.100, -1.900, 1.456)  0.109
H (0.906, -2.000, -0.811)  0.110
H (-0.733, 0.631, -3.290)  0.159
H (-0.173, 1.944, -0.646)  0.181
H (-1.702, 1.053, -0.851)  0.205

Record 8
The following is a quantum chemistry calculation of 2 unconnected molecules or ions with the total composition C5H8N, from the Open Molecules 2025 dataset.

Summary:
total charge	+1
energy relative to the best compared isomer or geometry (same formula, charge and spin)	832.21	kJ/mol
LUMO level	-6.1061	eV
HOMO-LUMO gap	8.8	eV

Last column: Löwdin charge in e.
Geometry (Å):
C (-1.049, -1.526, 0.330)  0.241
C (-0.645, -0.454, -0.490)  -0.356
C (-0.420, -0.294, -2.074)  0.054
C (-0.786, 0.879, -1.242)  0.006
C (0.122, -0.128, 1.988)  -0.037
N (0.154, -0.811, 0.663)  -0.169
H (0.521, -0.323, -2.523)  0.109
H (-1.196, -0.866, -2.552)  0.125
H (-1.841, 1.143, -0.998)  0.151
H (0.066, 1.559, -1.107)  0.141
H (0.891, 0.646, 2.315)  0.123
H (-0.895, 0.455, 2.100)  0.146
H (0.126, -0.897, 2.715)  0.074
H (1.342, -1.766, 0.584)  0.391

Record 9
The following is a quantum chemistry calculation of a gas-phase ion, C5H8N (charge +1), from the Open Molecules 2025 dataset.

Summary:
total charge	+1
energy relative to the best compared isomer or geometry (same formula, charge and spin)	485.00	kJ/mol
LUMO level	-3.8447	eV
HOMO-LUMO gap	9.4	eV
SMILES string	CC1=C2[C@@H]1[C@H]2[NH3+]

Last column: Löwdin charge in e.
Geometry (Å):
C (2.300, -0.035, 0.187)  -0.001
C (0.830, 0.318, 0.191)  -0.252
C (-0.044, 0.660, 1.128)  0.140
C (-0.027, 1.091, -0.600)  0.010
C (-1.208, 0.755, 0.155)  -0.320
N (-1.972, -0.513, -0.076)  0.248
H (2.624, -0.544, 1.084)  0.088
H (2.995, 0.768, 0.003)  0.094
H (2.555, -0.745, -0.604)  0.092
H (-0.133, 2.038, -1.218)  0.168
H (-1.852, 1.672, 0.244)  0.170
H (-2.831, -0.249, -0.608)  0.201
H (-2.050, -0.924, 0.833)  0.156
H (-1.279, -1.184, -0.522)  0.206

Record 10
The following is a quantum chemistry calculation of a molecular structure, C5H8N, from the Open Molecules 2025 dataset.

Summary:
total charge	+1
energy relative to the best compared isomer or geometry (same formula, charge and spin)	632.38	kJ/mol
LUMO level	-4.5717	eV
HOMO-LUMO gap	9.7	eV

Last column: Löwdin charge in e.
Geometry (Å):
C (-0.204, -0.390, -2.434)  0.041
C (-0.261, -1.245, -1.340)  0.107
C (-0.044, 0.543, -1.411)  -0.030
C (-0.992, -0.216, -0.639)  -0.044
C (0.916, 0.078, 1.494)  -0.158
N (-0.510, 0.032, 1.426)  -0.011
H (0.039, -0.460, -3.525)  0.167
H (0.792, 1.166, -1.113)  0.126
H (-2.031, 0.030, -0.570)  0.142
H (1.426, -0.855, 1.229)  0.096
H (1.262, 0.821, 0.656)  0.090
H (1.376, 0.525, 2.464)  0.131
H (-0.956, 0.879, 2.010)  0.205
H (-0.812, -0.910, 1.753)  0.138

| no. | energy (a.u.) | maximum force (eV Å⁻¹) |
| --- | --- | --- |
| 1 | -643.507600 | 4.77 |
| 2 | -909.533353 | 3.68 |
| 3 | -1085.859716 | 2.48 |
| 4 | -249.610617 | 4.72 |
| 5 | -249.656449 | 5.29 |
| 6 | -249.645027 | 5.46 |
| 7 | -249.675993 | 3.41 |
| 8 | -249.508171 | 5.83 |
| 9 | -249.640418 | 5.10 |
| 10 | -249.584282 | 4.36 |